The following is a DFT calculation (ωB97M-V/def2-TZVPD) of a molecular structure, C21H21AsBBrClO2Pt.

Summary:
orbital gap (spin up / spin down)	0.2264 / 0.2807	hartree
M	701.57	g/mol
charge	-1
multiplicity	3

Last column: Mulliken charge in e.
Cartesian coordinates (Å):
Pt 2.511 -0.418 -1.082  0.6391
Br 9.216 -1.487 -0.437  -0.2449
C 7.320 -1.223 -0.676  -0.0419
C 6.876 -0.274 -1.586  -0.0823
C 5.533 -0.035 -1.805  -0.3185
C 4.583 -0.778 -1.068  -0.1756
C 5.013 -1.730 -0.159  -0.3941
C 6.419 -1.927 0.046  -0.2058
H 7.670 0.313 -2.169  0.2155
H 5.117 0.771 -2.524  0.1968
H 4.297 -2.255 0.405  0.3713
H 6.744 -2.679 0.795  0.3058
O 2.431 2.261 0.666  -0.5363
B 1.846 1.267 -0.151  0.1023
O 0.488 1.697 -0.432  -0.4871
C 0.363 2.833 0.254  0.6285
C -0.724 3.700 0.179  -0.3675
C -0.605 4.982 0.713  -0.7514
C 0.546 5.328 1.425  -0.3693
C 1.667 4.430 1.497  -1.0171
C 1.539 3.234 0.866  0.6980
H -1.698 3.404 -0.284  0.2257
H -1.350 5.717 0.692  0.4580
H 0.625 6.284 1.914  0.3555
H 2.581 4.678 1.985  0.4811
Cl 1.313 -2.298 -0.255  -0.6399
C -4.958 -0.043 -1.334  -1.1738
As -3.104 0.648 -1.205  0.2163
C -2.124 -0.823 -2.071  -0.9426
C -2.797 0.022 0.664  -1.2097
C -3.224 -1.459 0.982  0.5110
C -4.536 -1.729 1.323  -0.5158
C -4.934 -3.046 1.492  -0.4324
C -4.037 -4.110 1.414  -0.4412
C -2.687 -3.820 1.025  -0.4510
C -2.311 -2.522 0.905  -0.0380
H -5.073 -1.089 -1.023  0.3314
H -5.324 0.164 -2.362  0.3900
H -5.618 0.497 -0.644  0.3190
H -2.390 -1.758 -1.698  0.3796
H -1.056 -0.656 -1.998  0.1024
H -2.441 -0.774 -3.124  0.4147
H -3.210 0.708 1.387  0.5684
H -1.729 0.151 0.778  0.3875
H -5.293 -0.946 1.496  0.3519
H -5.956 -3.194 1.805  0.3597
H -4.328 -5.160 1.671  0.3088
H -1.934 -4.616 0.971  0.3970
H -1.257 -2.241 0.736  0.1209